# 1
{
  "formula": "C18H41CeN2OP3Se",
  "method": "ωB97M-V/def2-TZVPD",
  "charge": 4,
  "energy_ev": -130458.6431,
  "gap_ev": [4.35, 4.36],
  "max_force_ha_per_bohr": 0.07496,
  "symbols": ["Ce", "Se", "P", "P", "P", "O", "N", "N", "C", "C", "C", "C", "C", "C", "C", "C", "C", "C", "C", "C", "C", "C", "C", "C", "C", "C", "H", "H", "H", "H", "H", "H", "H", "H", "H", "H", "H", "H", "H", "H", "H", "H", "H", "H", "H", "H", "H", "H", "H", "H", "H", "H", "H", "H", "H", "H", "H", "H", "H", "H", "H", "H", "H", "H", "H", "H", "H"],
  "positions_angstrom": [[0.662, 0.449, 0.191], [1.638, 0.839, -2.469], [1.081, -2.518, 0.137], [-2.020, -0.704, -0.803], [-1.534, -0.458, 2.480], [1.884, 0.496, 2.114], [3.099, 1.846, 3.498], [2.663, -0.308, 4.118], [-3.034, -2.182, -0.393], [-1.531, -1.167, -2.508], [2.300, 2.373, -5.036], [2.239, -3.045, 1.462], [-1.137, 2.318, 0.810], [-3.294, 0.080, 2.642], [1.274, 3.680, -3.299], [2.382, 3.516, -5.849], [2.199, -2.687, -1.319], [1.910, 4.749, -5.387], [-1.736, -2.234, 2.911], [-1.021, 0.091, 4.154], [0.111, -4.065, -0.024], [-0.629, 2.502, -0.465], [-3.412, 0.433, -1.167], [1.777, 2.457, -3.736], [2.522, 0.668, 3.211], [1.347, 4.832, -4.102], [-2.359, -2.309, 3.814], [0.959, 5.781, -3.718], [0.789, -4.924, -0.141], [3.267, -0.144, 4.914], [2.657, -3.684, -1.293], [-3.663, -2.017, 0.492], [-0.526, 2.615, 1.687], [2.638, 1.415, -5.417], [-2.210, -2.797, 2.096], [2.986, -1.919, -1.299], [1.633, -2.562, -2.252], [-3.651, -0.250, 3.629], [-2.396, -3.061, -0.225], [1.685, -3.463, 2.311], [2.814, 3.458, -6.849], [-0.211, -0.540, 4.541], [-3.343, 1.175, 2.599], [0.810, 3.746, -2.314], [-0.747, -2.662, 3.124], [-0.694, 1.137, 4.121], [-3.690, -2.382, -1.252], [-1.211, 2.301, -1.369], [-1.890, 0.009, 4.822], [3.693, 1.953, 4.302], [-2.212, 2.186, 0.988], [1.963, 5.642, -6.002], [2.988, 2.602, 2.830], [2.838, -2.191, 1.816], [-0.550, -4.021, -0.902], [-4.119, 0.468, -0.330], [-1.038, -2.147, -2.511], [-3.942, -0.345, 1.865], [0.312, 3.082, -0.583], [-2.456, -1.217, -3.098], [2.917, -3.816, 1.066], [-3.935, 0.046, -2.052], [2.242, -1.215, 3.973], [-3.050, 1.443, -1.371], [-0.510, -4.219, 0.870], [-0.850, -0.428, -2.949], [2.324, 1.290, -1.100]],
  "forces_ev_per_angstrom": [[-0.02, -3.27, 2.04], [0.58, 1.41, -0.37], [0.92, -1.40, -0.32], [-0.88, -0.51, -1.06], [-0.83, -0.32, 1.42], [-1.12, 0.07, -1.50], [-0.95, -0.66, -1.24], [-0.29, 0.41, -0.90], [0.48, -0.29, 0.64], [0.48, 0.07, -0.05], [0.36, -0.95, 0.18], [0.08, 0.62, 0.42], [-0.14, 2.00, -1.64], [0.05, 0.32, -0.75], [-0.35, 0.44, 0.70], [-0.29, 0.08, 0.45], [-0.22, 0.68, -0.20], [-0.15, -0.40, 0.68], [0.43, -0.30, -0.77], [0.62, 0.49, -0.15], [-0.85, 0.31, -0.04], [-1.43, 1.13, 1.96], [0.25, 0.49, 0.40], [-0.14, 0.77, -0.36], [1.51, 0.45, 1.98], [0.08, -0.64, 0.01], [0.16, 0.13, -0.24], [0.15, -0.41, -0.15], [-0.03, 0.38, 0.06], [-0.21, -0.33, 0.07], [-0.08, 0.23, -0.01], [0.19, -0.05, -0.28], [-0.31, -0.21, -0.36], [0.14, 0.15, -0.08], [0.14, 0.07, 0.34], [-0.05, -0.31, -0.03], [0.17, -0.13, 0.18], [0.14, 0.06, -0.38], [-0.31, 0.23, -0.05], [0.08, 0.05, -0.15], [-0.13, -0.24, 0.32], [-0.16, 0.24, -0.09], [-0.19, -0.24, 0.09], [0.21, 0.26, -0.38], [-0.28, -0.03, -0.03], [-0.04, -0.17, 0.27], [0.20, 0.17, 0.12], [0.15, 0.25, 0.25], [0.33, 0.01, -0.18], [0.10, 0.29, 0.15], [0.52, -0.54, -0.10], [0.06, -0.16, 0.00], [0.36, -0.10, 0.45], [-0.03, -0.36, -0.12], [0.23, -0.11, 0.21], [0.17, 0.05, -0.17], [-0.10, 0.18, -0.06], [0.14, 0.18, 0.26], [-0.22, -0.74, 0.08], [0.30, -0.09, 0.01], [-0.25, 0.22, 0.09], [0.14, 0.10, 0.24], [0.25, 0.11, 0.11], [-0.32, -0.04, -0.11], [0.19, -0.03, -0.25], [-0.34, -0.22, -0.03], [0.37, 0.16, -1.60]],
  "lowdin_charge": [0.6683, 0.9974, 0.7693, 0.7889, 0.8147, -0.2280, 0.2499, 0.2473, -0.2122, -0.2294, -0.0690, -0.2252, -0.0825, -0.2214, -0.1215, -0.0052, -0.2397, 0.0074, -0.2243, -0.2338, -0.2223, -0.1774, -0.2020, -0.3985, -0.5299, -0.0148, 0.0882, 0.1347, 0.0902, 0.1577, 0.0826, 0.0505, 0.1146, 0.1215, 0.0318, 0.0514, 0.0532, 0.0801, 0.0315, 0.0607, 0.1411, 0.0499, 0.0579, 0.0677, 0.0471, 0.0556, 0.0924, 0.0932, 0.0780, 0.1511, 0.0932, 0.1382, 0.1453, 0.0371, 0.0491, 0.0646, 0.0559, 0.0385, 0.0918, 0.0807, 0.0845, 0.0853, 0.1254, 0.0413, 0.0529, 0.0119, -0.0846]
}



# 2
{
  "formula": "C18H41N2OP3RuSe",
  "method": "ωB97M-V/def2-TZVPD",
  "spin_multiplicity": 6,
  "s2": 8.80,
  "charge": 3,
  "e_above_lowest_kcal_mol": 39.4,
  "energy_ev": -120122.8409,
  "gap_ev": [5.16, 3.91],
  "max_force_ha_per_bohr": 0.05281,
  "symbols": ["Ru", "Se", "P", "P", "P", "O", "N", "N", "C", "C", "C", "C", "C", "C", "C", "C", "C", "C", "C", "C", "C", "C", "C", "C", "C", "C", "H", "H", "H", "H", "H", "H", "H", "H", "H", "H", "H", "H", "H", "H", "H", "H", "H", "H", "H", "H", "H", "H", "H", "H", "H", "H", "H", "H", "H", "H", "H", "H", "H", "H", "H", "H", "H", "H", "H", "H", "H"],
  "positions_angstrom": [[0.198, -0.030, 0.330], [1.709, 2.388, -0.113], [0.875, -1.050, -1.866], [-1.666, 0.461, 1.781], [1.407, -1.690, 1.355], [-1.474, -2.997, 0.209], [-3.255, -4.301, 0.847], [-2.980, -3.781, -1.367], [0.299, -0.457, -3.539], [-2.470, -0.954, 2.652], [1.620, 6.861, -1.755], [-3.171, 1.469, 1.413], [-1.787, 0.054, -1.171], [1.704, 4.204, -0.720], [-2.485, -3.658, -0.092], [2.824, 5.077, -0.641], [2.670, -0.702, -2.010], [-1.020, 1.246, -1.082], [2.796, 6.379, -1.149], [2.803, -0.756, 1.980], [0.715, -2.387, 2.907], [0.761, -2.852, -2.269], [2.063, -3.263, 0.769], [0.481, 6.039, -1.819], [-0.853, 1.433, 3.067], [0.529, 4.741, -1.288], [-2.358, -3.539, -2.131], [1.449, -3.070, -3.094], [-2.674, -0.703, 3.700], [3.226, -1.417, -1.384], [2.681, -3.647, 1.588], [1.020, -3.462, -1.407], [-0.373, 0.766, 3.795], [-2.718, -0.020, -0.603], [-1.811, -1.825, 2.590], [-0.661, -0.910, -3.817], [-3.512, 1.996, 2.314], [-1.334, 2.110, -0.473], [-0.437, 6.457, -2.277], [-1.712, -0.562, -2.075], [3.748, 4.683, -0.223], [1.608, 7.883, -2.150], [3.344, -1.412, 2.668], [-0.369, 4.128, -1.392], [2.686, -3.187, -0.123], [-3.013, 2.232, 0.647], [-0.258, -3.111, -2.576], [1.252, -3.971, 0.593], [-3.404, -1.210, 2.140], [-4.006, 0.842, 1.077], [2.961, -0.826, -3.070], [2.437, 0.138, 2.499], [3.693, 7.019, -1.063], [-0.368, -1.075, 1.531], [-3.701, -4.478, -1.550], [-2.897, -4.346, 1.788], [1.035, -0.761, -4.295], [-0.339, 1.555, -1.892], [0.206, -1.631, 3.500], [0.193, 0.631, -3.600], [-1.596, 2.051, 3.590], [2.876, 0.333, -1.684], [-4.086, -4.836, 0.593], [-0.009, -3.168, 2.654], [3.453, -0.441, 1.156], [1.576, -2.760, 3.464], [-0.105, 2.069, 2.565]],
  "forces_ev_per_angstrom": [[-0.64, 0.06, -0.01], [0.96, 0.89, 0.07], [0.54, -0.44, -1.72], [-2.04, 0.30, 1.13], [-0.18, -2.25, 1.50], [-0.45, -0.41, -0.32], [0.26, 0.34, -0.43], [0.37, 0.07, 0.11], [-0.10, 0.23, 0.20], [0.31, -0.01, -0.23], [0.52, 0.10, 0.20], [-0.16, 0.27, -0.33], [-0.25, 1.77, -0.94], [-0.87, 0.62, -0.14], [-0.60, -0.44, 0.35], [-0.04, -2.63, 0.57], [0.03, -0.09, -0.12], [-1.11, -0.86, -0.77], [-0.91, 2.16, -1.00], [0.35, 0.57, -0.25], [0.32, 0.25, -0.10], [-0.02, 0.18, 0.49], [0.43, -0.12, -0.52], [0.62, 2.56, -0.67], [0.29, 0.15, 0.22], [0.29, -2.06, 0.57], [-0.40, -0.15, 0.31], [-0.11, 0.12, 0.11], [-0.02, 0.02, -0.23], [0.00, 0.38, -0.23], [-0.04, 0.05, -0.08], [-0.13, 0.00, -0.25], [0.07, 0.27, -0.16], [0.42, -0.22, -0.15], [-0.35, 0.10, 0.15], [0.24, 0.11, 0.13], [0.22, -0.26, -0.04], [0.05, -0.67, -0.25], [0.56, -0.50, 0.36], [-0.06, 0.17, 0.71], [-0.08, 0.13, 0.02], [-0.11, -0.49, 0.12], [0.08, 0.20, 0.01], [0.29, 0.08, 0.19], [-0.03, -0.03, 0.10], [0.03, -0.08, 0.10], [0.24, 0.17, 0.09], [-0.02, 0.14, 0.03], [0.18, 0.05, 0.12], [0.31, 0.00, 0.04], [0.09, 0.06, 0.58], [0.21, -0.17, 0.08], [-0.61, -0.41, -0.08], [0.39, 0.67, -1.26], [0.48, 0.39, -0.08], [-0.21, -0.09, -0.12], [-0.10, -0.01, 0.29], [-0.55, -0.39, 0.38], [0.09, 0.09, 0.16], [0.04, -0.18, -0.03], [0.33, -0.11, -0.08], [0.11, -0.48, -0.19], [0.62, 0.28, 0.30], [0.28, -0.02, 0.07], [-0.01, -0.06, 0.22], [-0.30, -0.30, 0.19], [-0.17, -0.01, 0.52]],
  "lowdin_charge": [0.5136, 0.9178, 0.7879, 0.7558, 0.6796, -0.0658, 0.1675, 0.1657, -0.2319, -0.2104, 0.0295, -0.2180, -0.1704, -0.5412, -0.6248, 0.0144, -0.2594, -0.3583, 0.0690, -0.2304, -0.2325, -0.2114, -0.2210, 0.0705, -0.2382, -0.0150, 0.0905, 0.0769, 0.0781, 0.0406, 0.0794, 0.0073, 0.0564, 0.0479, -0.0011, 0.0572, 0.0701, 0.0199, 0.1629, 0.0375, 0.1381, 0.1472, 0.0774, 0.1174, 0.0458, 0.0413, 0.0392, 0.0635, 0.0633, 0.0632, 0.0674, 0.0496, 0.1630, -0.0213, 0.1215, 0.1091, 0.0673, 0.0080, 0.0387, 0.0425, 0.0686, -0.0070, 0.1244, 0.0617, 0.0525, 0.0697, 0.0216]
}



# 3
{
  "formula": "C18H41N4O4S",
  "method": "ωB97M-V/def2-TZVPD",
  "charge": 1,
  "energy_ev": -44308.1684,
  "gap_ev": 8.75,
  "max_force_ha_per_bohr": 0.00938,
  "symbols": ["S", "O", "O", "O", "O", "N", "N", "N", "N", "C", "C", "C", "C", "C", "C", "C", "C", "C", "C", "C", "C", "C", "C", "C", "C", "C", "C", "H", "H", "H", "H", "H", "H", "H", "H", "H", "H", "H", "H", "H", "H", "H", "H", "H", "H", "H", "H", "H", "H", "H", "H", "H", "H", "H", "H", "H", "H", "H", "H", "H", "H", "H", "H", "H", "H", "H", "H", "H"],
  "positions_angstrom": [[-2.969, 5.192, 1.554], [2.788, -1.598, 4.506], [-0.840, 0.853, -2.010], [0.491, -0.907, 0.641], [-2.852, -2.733, -3.997], [0.155, 2.215, 0.064], [0.033, -1.964, 3.560], [-0.449, -1.094, -4.467], [-1.738, 3.583, -0.316], [1.807, -0.722, 1.134], [1.402, 3.426, 1.763], [0.320, 0.094, -2.353], [-2.059, 0.112, -1.948], [-1.619, -3.242, -4.488], [-3.682, -2.135, -4.973], [1.953, -2.689, 4.882], [0.995, -3.035, 3.766], [1.061, 4.768, 1.104], [-2.266, 4.270, 0.521], [-0.349, 3.449, -0.654], [0.552, 4.642, -0.342], [-0.133, -2.135, 1.019], [0.306, 2.405, 1.538], [-0.459, -2.447, -3.933], [0.494, -0.186, -3.840], [-0.808, -2.095, 2.384], [2.578, -0.411, 5.238], [1.184, 0.693, -2.038], [0.528, -1.081, 3.532], [-0.907, -2.319, 0.270], [0.478, -2.942, -4.205], [0.458, 0.765, -4.377], [-1.608, -3.230, -5.581], [1.833, -0.230, 2.111], [-1.404, -3.008, 2.482], [2.346, -0.099, 0.413], [1.624, 0.075, 4.992], [0.336, 5.304, 1.721], [1.548, 3.558, 2.836], [-1.515, -1.260, 2.384], [-3.289, -1.176, -5.332], [-0.296, 3.187, -1.711], [-0.430, 1.410, -0.215], [3.394, 0.267, 4.990], [0.537, 1.430, 1.963], [0.325, -0.813, -1.745], [-0.657, 2.737, 1.926], [-1.525, -4.279, -4.156], [-2.703, 0.608, -1.221], [1.401, 4.593, -1.031], [1.958, 5.389, 1.083], [0.597, -2.946, 0.937], [1.081, 2.007, -0.319], [-0.539, -2.481, -2.836], [-1.875, -0.916, -1.631], [-4.651, -1.966, -4.509], [2.343, 3.029, 1.360], [1.599, -3.254, 2.873], [-3.817, -2.791, -5.838], [2.592, -3.552, 5.081], [1.407, -2.448, 5.799], [-0.008, 5.539, -0.617], [-1.382, -0.707, -4.422], [0.459, -3.952, 4.027], [2.341, -1.670, 1.224], [-2.574, 0.102, -2.909], [2.593, -0.595, 6.316], [1.504, -0.589, -3.979]],
  "forces_ev_per_angstrom": [[-0.14, -0.11, 0.04], [-0.09, 0.05, -0.12], [-0.01, -0.03, -0.01], [-0.01, 0.27, 0.17], [0.05, 0.12, 0.05], [0.26, 0.14, 0.06], [0.11, 0.08, -0.10], [-0.08, 0.02, 0.15], [0.25, -0.21, 0.13], [0.08, -0.07, -0.13], [0.02, 0.09, -0.07], [0.07, -0.18, -0.03], [-0.03, 0.01, 0.02], [0.00, -0.08, -0.05], [-0.07, -0.08, -0.04], [0.02, -0.05, 0.09], [-0.02, -0.02, -0.03], [-0.07, 0.00, 0.08], [-0.01, 0.47, 0.09], [-0.06, -0.21, -0.16], [0.07, 0.06, -0.03], [-0.08, -0.08, -0.09], [-0.09, -0.03, 0.01], [0.05, 0.01, -0.01], [-0.08, 0.04, -0.11], [-0.06, 0.01, 0.06], [0.07, 0.01, 0.09], [-0.04, 0.02, -0.01], [-0.02, 0.00, 0.03], [0.02, 0.02, -0.03], [0.00, 0.01, 0.00], [0.02, 0.00, 0.00], [0.04, 0.03, 0.01], [0.02, -0.08, 0.02], [0.01, 0.00, 0.01], [0.01, -0.01, 0.01], [-0.01, -0.03, 0.01], [-0.06, -0.13, -0.05], [0.04, 0.00, -0.06], [-0.03, -0.02, 0.00], [0.03, -0.02, 0.00], [-0.03, 0.05, 0.09], [-0.03, 0.09, -0.08], [-0.01, 0.01, 0.00], [-0.05, 0.05, -0.02], [0.07, -0.05, -0.09], [0.03, -0.03, -0.01], [-0.05, -0.01, -0.02], [-0.01, 0.01, 0.00], [-0.03, -0.07, 0.06], [-0.07, 0.04, 0.05], [0.00, 0.01, 0.05], [-0.08, -0.08, 0.02], [0.03, -0.03, 0.00], [-0.02, 0.00, -0.01], [0.00, 0.01, 0.00], [-0.04, 0.01, 0.05], [0.00, -0.04, 0.02], [-0.02, 0.00, 0.01], [0.04, 0.04, 0.02], [-0.04, -0.02, -0.03], [0.09, -0.04, -0.05], [0.01, -0.01, -0.05], [-0.02, 0.01, -0.01], [0.01, 0.01, 0.00], [0.02, -0.01, 0.00], [0.02, 0.01, 0.00], [0.00, 0.00, 0.02]],
  "lowdin_charge": [0.8232, -0.1964, -0.2411, -0.2286, -0.1971, 0.1015, -0.0467, -0.0424, 0.1061, -0.0946, -0.1544, -0.2113, -0.0518, -0.2099, -0.1096, -0.2055, -0.2103, -0.1637, -0.7864, -0.2692, -0.1091, -0.1976, -0.1071, -0.2111, -0.1880, -0.1957, -0.1175, 0.1135, 0.0680, 0.1159, 0.1286, 0.1247, 0.1265, 0.0669, 0.1264, 0.0874, 0.0759, 0.1072, 0.1284, 0.1199, 0.0801, 0.1485, 0.1396, 0.0883, 0.1040, 0.0988, 0.1300, 0.1256, 0.0928, 0.1268, 0.1210, 0.1190, 0.1560, 0.1023, 0.0856, 0.0905, 0.1255, 0.1065, 0.0919, 0.1269, 0.1258, 0.1318, 0.0743, 0.1299, 0.0987, 0.0855, 0.0926, 0.1264]
}